Record 1
Here is a structure of composition C39H48LiO19S at a distorted geometry from the OMol25 dataset. Energies are from ωB97M-V/def2-TZVPD.

Atoms and positions in Å:
Li: 2.188 1.454 2.107
S: 0.466 -0.289 0.223
O: 0.921 0.854 0.892
O: -0.988 -0.390 0.472
O: 0.787 -0.201 -1.132
O: 1.057 -1.517 0.729
C: 1.632 -3.068 -2.168
O: 1.402 -1.932 -2.957
H: 1.076 -2.925 -1.223
H: 2.602 -3.338 -1.825
H: 1.348 -3.951 -2.496
H: 0.996 -1.119 -2.345
C: 0.228 3.001 3.318
O: 1.537 3.340 2.736
H: 0.096 3.456 4.255
H: 0.067 1.852 3.203
H: -0.717 3.576 2.841
H: 1.580 4.329 2.713
C: -1.529 -4.188 0.141
O: -0.321 -4.159 0.850
H: -1.448 -3.967 -0.945
H: -2.259 -3.448 0.469
H: -2.031 -4.988 0.392
H: 0.101 -3.276 0.895
C: 2.399 1.319 -5.494
C: 1.970 1.177 -6.812
C: 0.583 1.214 -7.246
C: -0.344 1.323 -6.231
C: 0.125 1.299 -4.829
C: 1.453 1.364 -4.425
O: 1.794 1.250 -3.084
O: 0.328 0.856 -8.554
H: 3.411 1.459 -5.467
H: 2.878 1.133 -7.494
H: -1.374 1.357 -6.365
H: -0.571 1.255 -4.210
H: 1.298 0.556 -2.538
H: -0.457 0.518 -8.558
C: -4.945 -1.091 -2.057
C: -5.248 -1.664 -3.340
C: -4.273 -2.049 -4.220
C: -2.959 -1.446 -3.966
C: -2.595 -0.871 -2.800
C: -3.561 -0.685 -1.835
O: -3.311 -0.124 -0.568
O: -4.559 -2.511 -5.424
H: -5.581 -0.633 -1.387
H: -6.209 -1.664 -3.602
H: -2.039 -1.507 -4.587
H: -1.529 -0.686 -2.447
H: -2.436 -0.462 -0.222
H: -5.499 -2.588 -5.392
C: -3.572 2.183 3.433
C: -3.175 1.113 2.626
C: -3.121 -0.260 3.063
C: -3.716 -0.554 4.266
C: -4.230 0.486 5.060
C: -4.039 1.821 4.735
O: -4.359 2.871 5.583
O: -2.677 -1.232 2.230
H: -3.417 3.110 3.070
H: -2.654 1.302 1.627
H: -3.933 -1.604 4.534
H: -4.546 0.175 5.940
H: -4.220 3.708 5.195
H: -2.107 -1.019 1.667
C: 5.840 -5.030 0.932
C: 4.518 -4.877 1.437
C: 3.681 -3.754 1.008
C: 4.262 -2.820 0.177
C: 5.648 -2.803 -0.184
C: 6.415 -3.917 0.272
O: 7.765 -4.021 -0.056
O: 2.414 -3.687 1.385
H: 6.229 -5.781 1.094
H: 4.133 -5.754 2.057
H: 3.478 -2.035 -0.213
H: 6.101 -2.098 -0.815
H: 8.002 -4.968 0.162
H: 1.872 -3.098 0.819
C: 2.205 0.920 5.953
C: 2.670 0.359 4.714
C: 1.867 -0.411 3.801
C: 0.586 -0.542 4.170
C: -0.043 0.053 5.288
C: 0.756 0.813 6.222
O: 0.238 1.389 7.267
O: 2.529 -0.905 2.705
H: 2.811 1.367 6.733
H: 3.764 0.657 4.516
H: 0.137 -1.449 3.670
H: -1.013 -0.075 5.412
H: -0.626 1.472 6.926
H: 2.034 -1.154 1.901
C: -0.153 3.231 -1.595
C: -1.266 3.940 -2.130
C: -1.455 5.254 -1.759
C: -0.434 5.947 -1.130
C: 0.739 5.267 -0.666
C: 0.873 3.850 -0.933
O: 1.759 3.160 -0.267
O: -2.565 5.938 -1.992
H: -0.392 2.399 -1.855
H: -1.986 3.365 -2.860
H: -0.695 7.028 -0.918
H: 1.471 5.910 0.001
H: 1.389 2.097 -0.107
H: -3.333 5.484 -2.145

The HOMO energy comes out at -5.50 eV. Its net charge is -1. For the HOMO-LUMO gap, the calculation gives 7.1 eV. Its multiplicity is 1.

***

Record 2
Here is a structure of composition C39H48P2SiZn at a distorted geometry from the OMol25 dataset. Energies are from ωB97M-V/def2-TZVPD.

Atoms and positions in Å:
Zn: 0.068 -2.046 1.593
C: 5.226 1.631 2.254
C: 4.084 2.164 1.798
C: 3.897 2.598 0.371
C: 3.336 1.555 -0.615
C: 4.015 0.207 -0.651
C: 5.318 -0.011 -0.456
C: 6.337 1.010 -0.077
C: 6.442 1.244 1.449
C: -0.419 -0.751 0.317
H: 5.367 1.477 3.335
H: 3.242 2.385 2.475
H: 4.841 3.009 -0.007
H: 3.186 3.435 0.415
H: 2.274 1.398 -0.373
H: 3.363 2.022 -1.616
H: 3.365 -0.651 -0.866
H: 5.720 -1.023 -0.566
H: 6.257 1.964 -0.623
H: 7.299 0.574 -0.387
H: 6.804 0.308 1.899
H: 7.249 1.977 1.617
H: -1.164 -1.310 -0.286
H: 0.336 -0.344 -0.364
H: -0.914 0.047 0.914
P: -2.812 0.985 0.597
P: -2.527 -1.529 -1.827
C: -2.321 1.230 -1.122
C: -2.360 0.264 -2.072
C: -4.432 1.888 0.538
C: -4.634 3.057 -0.206
C: -5.887 3.681 -0.190
C: -6.943 3.133 0.545
C: -6.739 1.953 1.273
C: -5.496 1.318 1.256
C: -1.848 2.360 1.400
C: -0.587 2.741 0.910
C: 0.190 3.695 1.577
C: -0.248 4.203 2.801
C: -1.502 3.824 3.309
C: -2.318 2.938 2.593
C: -3.943 -1.738 -3.030
C: -5.090 -0.944 -2.830
C: -6.042 -0.821 -3.839
C: -5.897 -1.532 -5.038
C: -4.830 -2.426 -5.184
C: -3.871 -2.555 -4.169
C: -1.134 -2.155 -2.860
C: -0.811 -3.524 -2.747
C: 0.222 -4.068 -3.517
C: 0.946 -3.251 -4.401
C: 0.664 -1.882 -4.466
C: -0.352 -1.327 -3.676
H: -2.112 2.270 -1.411
H: -2.390 0.568 -3.130
H: -3.820 3.494 -0.784
H: -6.039 4.603 -0.750
H: -7.929 3.608 0.547
H: -7.545 1.520 1.866
H: -5.331 0.389 1.815
H: -0.222 2.290 -0.007
H: 1.139 4.032 1.148
H: 0.397 4.875 3.371
H: -1.857 4.203 4.275
H: -3.332 2.698 2.951
H: -5.203 -0.375 -1.903
H: -6.890 -0.155 -3.701
H: -6.611 -1.397 -5.851
H: -4.726 -3.014 -6.097
H: -3.042 -3.257 -4.301
H: -1.375 -4.160 -2.064
H: 0.457 -5.129 -3.430
H: 1.736 -3.682 -5.022
H: 1.237 -1.234 -5.133
H: -0.528 -0.254 -3.711
C: 3.555 -3.968 4.440
Si: 2.865 -2.704 3.220
C: 2.719 -1.084 4.161
C: 4.189 -2.672 1.878
C: 1.166 -3.234 2.666
H: 4.555 -3.654 4.779
H: 3.651 -4.966 3.987
H: 2.911 -4.059 5.327
H: 3.593 -0.901 4.805
H: 2.620 -0.203 3.515
H: 1.850 -1.123 4.831
H: 4.206 -3.619 1.311
H: 4.118 -1.852 1.149
H: 5.174 -2.577 2.366
H: 0.593 -3.468 3.591
H: 1.299 -4.195 2.120

The HOMO energy comes out at -7.96 eV. For the HOMO-LUMO gap, the calculation gives 8.4 eV. Its multiplicity is 1.

***

Record 3
Here is a structure of composition C39H49Cl2NO2PS2Tb at a distorted geometry from the OMol25 dataset. Energies are from ωB97M-V/def2-TZVPD.

Atoms and positions in Å:
Tb: 8.516 13.484 11.836
C: 9.477 7.798 14.496
C: 10.055 8.963 13.682
C: 11.565 8.815 13.483
C: 9.671 10.279 14.298
C: 8.419 10.791 14.005
C: 7.957 11.916 14.702
C: 8.700 12.536 15.699
C: 8.081 13.651 16.517
C: 9.997 12.081 15.897
C: 10.477 10.973 15.217
H: 9.727 6.857 14.044
H: 8.405 7.920 14.623
H: 9.925 7.823 15.472
H: 9.615 8.935 12.683
H: 12.089 8.689 14.415
H: 11.999 9.700 13.026
H: 11.800 7.981 12.842
H: 7.716 10.233 13.371
H: 6.939 12.286 14.565
H: 8.792 14.466 16.628
H: 7.808 13.316 17.503
H: 7.176 13.996 16.017
H: 10.608 12.569 16.655
H: 11.479 10.630 15.427
S: 8.925 15.529 10.180
C: 7.804 15.400 8.822
C: 7.785 16.457 7.901
C: 6.920 16.461 6.822
C: 6.068 15.377 6.634
C: 6.095 14.311 7.517
C: 6.945 14.314 8.613
S: 6.936 12.931 9.730
H: 8.478 17.255 8.090
H: 6.924 17.298 6.138
H: 5.412 15.326 5.764
H: 5.411 13.463 7.373
Cl: 8.428 19.183 15.603
C: 9.421 17.738 15.503
C: 9.991 17.330 16.719
C: 10.873 16.277 16.774
C: 11.223 15.645 15.574
C: 10.709 16.066 14.393
Cl: 11.258 15.283 12.933
C: 9.764 17.120 14.302
N: 9.297 17.439 13.063
C: 8.067 18.071 12.684
C: 8.132 19.105 11.742
C: 6.972 19.676 11.256
C: 5.731 19.210 11.686
C: 5.677 18.154 12.568
C: 6.837 17.554 13.057
C: 6.698 16.360 14.000
C: 7.188 15.061 13.430
O: 6.434 14.207 12.925
O: 8.437 14.828 13.539
H: 9.736 17.918 17.618
H: 11.319 15.988 17.716
H: 11.963 14.862 15.584
H: 9.678 16.868 12.310
H: 9.122 19.422 11.426
H: 7.075 20.474 10.514
H: 4.797 19.613 11.312
H: 4.719 17.754 12.845
H: 5.652 16.230 14.261
H: 7.271 16.505 14.911
C: 9.488 9.258 9.974
C: 9.946 10.343 8.981
C: 8.819 10.584 7.951
P: 10.542 11.856 9.899
C: 10.936 13.115 8.546
C: 11.439 12.565 7.196
C: 11.910 14.185 9.065
C: 12.172 11.260 10.601
C: 13.232 10.845 9.559
C: 12.696 12.084 11.792
H: 9.153 8.378 9.436
H: 8.656 9.647 10.572
H: 10.312 8.959 10.638
H: 10.804 9.962 8.410
H: 7.867 10.692 8.471
H: 8.808 9.734 7.252
H: 8.918 11.526 7.426
H: 9.954 13.601 8.419
H: 12.463 12.170 7.296
H: 11.532 13.377 6.440
H: 10.780 11.808 6.779
H: 12.925 13.784 9.096
H: 11.641 14.568 10.058
H: 11.906 15.029 8.378
H: 11.823 10.309 11.015
H: 13.562 11.686 8.959
H: 12.817 10.075 8.909
H: 14.106 10.384 10.059
H: 13.163 13.020 11.477
H: 13.474 11.536 12.319
H: 11.873 12.271 12.477

For the energy above the lowest of the compared OMol25 structures with the same formula, charge and spin, the calculation gives 34.7 kJ/mol. The HOMO energy (alpha / beta) comes out at -6.93 / -6.94 eV. For the HOMO-LUMO gap (alpha / beta), the calculation gives 7.1 / 7.3 eV. Its multiplicity is 7.

***

Calculated E_tot in order - -3349.90366 -4266.31404 -4603.47757 Eh